# 1
C48H31N13STi | ωB97M-V with the def2-TZVPD basis set

ORCA input file:
```
! wB97M-V def2-TZVPD RIJCOSX def2/J DEFGRID3
* xyz 0 1
Ti -0.487 -0.933 -0.310
C -0.700 -7.639 -1.016
C 0.318 -7.607 -0.072
C 0.879 -6.399 0.338
C 0.360 -5.238 -0.192
C 0.752 -3.829 -0.083
N -0.385 -3.023 -0.499
C -1.029 -3.891 -1.467
N -1.778 -3.507 -2.414
C -2.083 -2.220 -2.665
C -2.909 -1.846 -3.753
C -3.520 -2.575 -4.784
C -4.194 -1.871 -5.750
C -4.302 -0.463 -5.705
C -3.737 0.262 -4.686
C -3.025 -0.440 -3.704
C -2.246 -0.010 -2.599
N -2.120 1.291 -2.288
C -1.216 1.704 -1.472
N -0.236 0.906 -0.895
C 0.809 1.744 -0.562
N 2.031 1.364 -0.399
C 2.365 0.058 -0.476
N 1.535 -1.040 -0.434
C 2.348 -2.155 -0.319
N 1.958 -3.421 -0.054
C 3.709 -1.775 -0.424
C 4.909 -2.499 -0.522
C 6.078 -1.795 -0.666
C 6.092 -0.382 -0.690
C 4.928 0.342 -0.619
C 3.721 -0.362 -0.506
C 0.383 3.138 -0.694
C 1.017 4.342 -0.448
C 0.321 5.510 -0.718
C -0.960 5.477 -1.265
C -1.580 4.272 -1.561
C -0.899 3.108 -1.253
N -1.659 -1.095 -1.976
C -0.682 -5.268 -1.132
C -1.204 -6.468 -1.572
H -1.108 -8.590 -1.332
H 0.683 -8.537 0.343
H 1.698 -6.369 1.044
H -3.433 -3.653 -4.816
H -4.647 -2.400 -6.579
H -4.830 0.047 -6.500
H -3.808 1.341 -4.638
H 4.892 -3.580 -0.512
H 7.017 -2.321 -0.775
H 7.039 0.131 -0.786
H 4.920 1.423 -0.666
H 2.027 4.367 -0.070
H 0.791 6.463 -0.515
H -1.469 6.407 -1.482
H -2.558 4.239 -2.021
H -1.977 -6.480 -2.328
C -0.233 -1.000 3.115
N 0.896 -1.217 2.212
C 2.128 -0.518 2.639
C 2.077 0.979 2.659
N 1.016 1.696 2.878
C 1.451 3.007 2.956
C 0.734 4.173 3.203
C 1.447 5.352 3.295
C 2.836 5.380 3.127
C 3.559 4.232 2.856
C 2.846 3.043 2.784
N 3.214 1.729 2.602
C -1.198 0.007 2.573
N -1.624 0.034 1.324
C -2.726 0.898 1.317
C -3.657 1.209 0.331
C -4.653 2.116 0.643
C -4.759 2.686 1.913
C -3.897 2.322 2.929
C -2.898 1.414 2.612
N -1.943 0.789 3.383
H -0.798 -1.930 3.199
H 0.091 -0.696 4.117
H 1.108 -2.208 2.165
H 2.396 -0.829 3.662
H 2.934 -0.827 1.972
H -0.342 4.143 3.317
H 0.921 6.278 3.489
H 3.355 6.326 3.200
H 4.629 4.267 2.699
H 4.119 1.395 2.312
H -3.619 0.754 -0.644
H -5.369 2.390 -0.119
H -5.540 3.408 2.109
H -3.992 2.729 3.927
H -1.726 0.989 4.343
S -1.574 -2.775 0.843
*
```

- LUMO level (eV) = -0.824
- energy above the lowest of the compared OMol25 structures with the same formula, charge and spin (eV) = 1.2265

***

# 2
CH4F11K3N4O21S9 | ωB97M-V with the def2-TZVPD basis set

ORCA input file:
```
! wB97M-V def2-TZVPD RIJCOSX def2/J DEFGRID3
* xyz -2 1
K 7.750 0.745 -7.561
K 18.647 -3.786 -7.292
K 9.473 -1.946 -2.468
N 17.742 1.391 -0.369
S 18.319 -0.220 -0.675
O 19.591 -0.728 -0.168
O 17.801 -0.911 -1.847
F 17.408 -0.860 0.471
S 19.181 1.905 -0.365
O 19.946 1.810 -1.634
O 20.002 1.976 0.885
F 18.678 3.455 -0.485
N 6.073 -5.036 -8.294
S 6.730 -4.918 -6.729
O 6.027 -5.611 -5.621
O 7.360 -3.694 -6.389
F 7.992 -5.839 -7.041
S 4.957 -4.077 -7.985
O 5.386 -2.687 -8.097
O 3.810 -4.465 -7.163
F 4.133 -4.244 -9.310
N 17.647 -7.728 -7.080
S 18.680 -8.920 -7.723
O 18.361 -10.366 -7.558
O 20.053 -8.505 -7.969
F 18.054 -8.820 -9.228
S 17.953 -8.119 -5.649
O 19.291 -8.044 -5.010
O 16.982 -9.082 -5.144
F 17.357 -6.746 -5.082
N 6.774 0.564 -3.786
S 5.406 0.400 -3.169
O 4.412 1.345 -3.604
O 5.349 -0.266 -1.869
F 5.116 -0.801 -4.169
S 7.174 2.044 -3.061
O 7.031 2.225 -1.573
O 6.829 3.164 -3.891
F 8.812 1.939 -3.279
C 12.753 -1.092 -6.534
F 11.831 -0.121 -6.226
F 12.149 -2.252 -6.599
F 13.391 -0.772 -7.671
S 14.044 -1.204 -5.096
O 14.820 -2.355 -5.473
O 14.810 0.043 -5.071
O 13.195 -1.329 -3.916
O 18.813 0.257 -6.271
H 18.749 1.014 -6.853
H 18.011 0.285 -5.750
O 14.068 1.493 -1.260
H 14.974 1.286 -1.032
H 13.694 0.658 -1.541
*
```

- LUMO level (eV) = 1.009

***

# 3
CHF3N3 | ωB97M-V with the def2-TZVPD basis set

ORCA input file:
```
! wB97M-V def2-TZVPD RIJCOSX def2/J DEFGRID3
* xyz 1 1
C -3.874 0.148 -0.087
N -3.827 -1.091 -0.603
N -2.706 -0.491 -0.226
N 0.127 -0.063 0.450
F -4.496 1.154 0.287
F -0.354 0.853 -0.368
F 0.563 0.505 1.637
H 0.834 -0.503 -0.031
*
```

- LUMO level (alpha / beta) (eV) = -8.593 / -8.592
- energy above the lowest of the compared OMol25 structures with the same formula, charge and spin (eV) = 3.2573

***

no.,E (eV)
1,-103606.454
2,-226442.016
3,-13658.236